1.
This record from OMol25 describes a molecular structure, C11H7ClN3O3PS at a distorted geometry. The level of theory is the ωB97M-V functional and the def2-TZVPD basis.

Geometry (Å):
C (-1.244, 1.220, 0.011)
C (-0.281, 0.496, 0.044)
C (0.828, -0.387, 0.204)
C (0.556, -1.690, 0.022)
C (1.549, -2.670, 0.194)
N (1.454, -3.988, 0.080)
S (2.911, -4.577, 0.431)
N (3.702, -3.220, 0.740)
C (2.837, -2.226, 0.581)
C (3.116, -0.846, 0.775)
C (4.435, -0.555, 1.232)
C (5.471, -0.283, 1.774)
C (2.147, 0.089, 0.576)
P (2.325, 1.915, 0.823)
O (1.540, 2.459, -0.494)
Cl (4.266, 2.438, 0.325)
H (-2.154, 1.696, -0.242)
H (-0.441, -1.991, -0.254)
H (6.359, -0.100, 2.318)
H (1.630, 1.841, -1.233)
C (-6.371, 1.404, -1.078)
N (-4.901, 1.624, -1.164)
O (-4.293, 1.063, -2.048)
O (-4.409, 2.358, -0.330)
H (-6.663, 0.734, -1.878)
H (-6.578, 0.970, -0.105)
H (-6.850, 2.372, -1.180)

Charge = 0
HOMO energy = -8.73 eV
Max |F| = 1.5 eV/Å
Multiplicity = 1
Calculated total energy = -2012.903134 a.u.


2.
This record from OMol25 describes a molecular structure, C5H16N7O8P2Pd at a distorted geometry. The level of theory is the ωB97M-V functional and the def2-TZVPD basis.

Geometry (Å):
Pd (0.177, 0.045, -0.108)
C (2.619, 4.008, 0.256)
C (2.357, 2.695, -0.470)
O (3.332, 2.538, -1.505)
P (2.707, 1.243, 0.579)
O (1.879, 1.190, 1.934)
O (4.176, 1.431, 1.133)
O (2.445, -0.038, -0.163)
P (0.596, 2.693, -1.063)
O (0.654, 1.391, -2.083)
O (0.194, 3.927, -1.731)
O (-0.184, 2.105, 0.116)
H (3.644, 4.053, 0.621)
H (1.930, 4.135, 1.095)
H (2.450, 4.826, -0.441)
H (2.968, 1.970, -2.197)
H (2.128, 1.828, 2.617)
H (4.848, 1.542, 0.442)
H (0.205, 1.581, -2.921)
C (-5.030, -1.356, 1.166)
N (-3.939, -1.096, 0.242)
C (-2.776, -0.491, 0.523)
N (-2.552, -0.092, 1.794)
O (-1.944, -0.319, -0.398)
H (-5.945, -1.478, 0.594)
H (-5.188, -0.506, 1.829)
H (-4.865, -2.254, 1.763)
H (-3.999, -1.447, -0.698)
H (-3.256, -0.190, 2.502)
H (-1.833, 0.589, 1.965)
N (-0.877, -5.108, -1.250)
N (-0.095, -4.029, -0.898)
N (1.181, -3.971, -1.218)
C (1.498, -2.766, -0.768)
N (0.445, -2.162, -0.199)
N (-0.587, -2.994, -0.314)
H (-0.268, -5.903, -1.387)
H (-1.578, -5.255, -0.537)
H (2.483, -2.336, -0.822)

Charge = +1
ΔE to the lowest compared entry with this formula, charge and spin = 5.4 kcal/mol
HOMO energy (spin up / spin down) = -12.49 / -13.02 eV
Max |F| = 1.0 eV/Å
Multiplicity = 3
Calculated total energy = -1995.868330 a.u.


3.
This record from OMol25 describes a molecular structure, CH3NO2 at a distorted geometry. The level of theory is the ωB97M-V functional and the def2-TZVPD basis.

Geometry (Å):
C (-0.371, 0.458, 0.487)
H (0.589, 0.445, -1.126)
H (0.097, -1.394, 0.681)
H (-0.757, 0.591, 1.501)
N (-0.243, -0.703, -0.089)
O (0.626, -0.648, -1.123)
O (0.059, 1.252, -0.331)

Charge = 0
ΔE to the lowest compared entry with this formula, charge and spin = 93.3 kcal/mol
HOMO energy = -9.67 eV
Max |F| = 7.6 eV/Å
Multiplicity = 1
Calculated total energy = -245.030498 a.u.


4.
This record from OMol25 describes 2 unconnected molecules or ions with the total composition CH5ClNP at a distorted geometry. The level of theory is the ωB97M-V functional and the def2-TZVPD basis.

Geometry (Å):
C (1.241, 0.042, 0.049)
N (-1.490, -0.098, -0.885)
P (-0.097, -0.633, 1.001)
Cl (-0.269, 0.866, 2.234)
H (1.830, 0.900, 0.557)
H (0.796, 0.384, -0.834)
H (1.940, -0.651, -0.136)
H (-2.402, 0.105, -0.466)
H (-1.548, -0.915, -1.521)

Charge = 0
ΔE to the lowest compared entry with this formula, charge and spin = 61.0 kcal/mol
HOMO energy (spin up / spin down) = -8.70 / -8.70 eV
Max |F| = 4.0 eV/Å
Multiplicity = 1
Calculated total energy = -897.335840 a.u.


5.
This record from OMol25 describes a gas-phase ion, C5H4NO3 (charge -1) at a distorted geometry. The level of theory is the ωB97M-V functional and the def2-TZVPD basis.

Geometry (Å):
C (-2.092, 0.915, 0.977)
C (-1.504, 0.624, -1.578)
C (-1.776, -1.452, -0.110)
C (0.202, 0.100, 0.585)
C (-1.256, 0.097, 0.204)
N (-2.776, 1.587, 1.617)
O (-0.960, -2.062, -0.790)
O (-2.407, 1.277, -1.986)
O (-2.859, -1.753, 0.360)
H (-0.705, 0.154, -2.161)
H (0.312, -0.412, 1.545)
H (0.772, -0.455, -0.158)
H (0.604, 1.112, 0.686)

Charge = -1
Structure (SMILES) = C[C@@](C#N)(C=O)C(=O)[O-]
ΔE to the lowest compared entry with this formula, charge and spin = 15.5 kcal/mol
HOMO energy = -4.66 eV
Max |F| = 4.4 eV/Å
Multiplicity = 1
Calculated total energy = -473.443401 a.u.


6.
This record from OMol25 describes a molecular structure, C16H24N2O2 at a distorted geometry. The level of theory is the ωB97M-V functional and the def2-TZVPD basis.

Geometry (Å):
O (-0.883, -2.318, 1.876)
C (-0.343, -2.649, 0.702)
N (-1.052, -2.414, -0.462)
H (-0.739, -2.798, -1.341)
C (-2.546, -2.194, -0.628)
H (-2.953, -1.976, 0.610)
C (-2.810, -0.810, -1.059)
N (-2.863, 0.466, -0.446)
C (-3.338, 1.672, -1.103)
C (-3.467, 2.709, 0.013)
O (-2.387, 3.231, 0.758)
C (-1.978, 1.964, 1.290)
C (-1.595, 0.549, 0.292)
H (-1.293, -0.065, 1.002)
H (-0.817, 1.013, -0.415)
H (-1.024, 2.115, 2.034)
H (-2.583, 1.375, 2.182)
H (-3.830, 3.633, -0.389)
H (-4.197, 2.551, 0.651)
H (-4.254, 1.486, -1.406)
H (-2.587, 1.984, -1.842)
H (-3.755, -0.619, -1.664)
H (-1.878, -0.446, -1.870)
H (-3.262, -2.726, -0.779)
C (0.904, -3.018, 0.276)
H (1.165, -3.896, 1.300)
H (1.021, -3.869, -0.451)
C (1.968, -1.895, 0.620)
H (2.856, -2.516, 0.818)
H (1.773, -1.562, 1.657)
C (1.873, -0.960, -0.570)
C (2.779, 0.048, -0.424)
C (2.470, 1.180, 0.532)
C (3.293, 2.055, 0.727)
C (4.546, 2.105, 0.187)
C (5.002, 1.313, -0.583)
C (4.108, 0.075, -1.030)
H (4.382, -0.737, -1.221)
H (5.927, 1.139, -1.049)
H (5.148, 3.114, 0.462)
H (3.091, 2.931, 1.537)
H (1.315, 1.224, 1.196)
H (0.746, -0.731, -0.574)
H (2.067, -1.732, -1.420)

Charge = 0
ΔE to the lowest compared entry with this formula, charge and spin = 410.0 kcal/mol
HOMO energy = -8.02 eV
Max |F| = 17.8 eV/Å
Multiplicity = 1
Calculated total energy = -883.477311 a.u.


7.
This record from OMol25 describes C10H16P2S in the gas phase at a distorted geometry. The level of theory is the ωB97M-V functional and the def2-TZVPD basis.

Geometry (Å):
C (-0.437, -1.725, 0.679)
C (1.687, -0.652, 0.732)
C (0.911, -1.764, 0.567)
C (-1.142, -0.576, 0.788)
C (1.028, 0.581, 0.565)
C (-0.367, 0.576, 0.714)
C (1.647, -3.002, 0.324)
C (-2.635, -0.745, 1.056)
C (1.837, 1.775, 0.412)
C (0.154, 1.047, -2.611)
P (-1.302, 2.099, 0.104)
P (-0.768, 2.508, -1.991)
S (-2.656, 1.566, -1.429)
H (-1.083, -2.672, 0.778)
H (2.741, -0.856, 0.673)
H (2.685, -2.818, 0.320)
H (1.561, -3.709, 1.074)
H (1.277, -3.664, -0.511)
H (-2.839, -0.070, 1.922)
H (-3.149, -0.335, 0.115)
H (-2.977, -1.705, 1.358)
H (2.878, 1.626, 0.548)
H (1.627, 2.200, -0.622)
H (1.486, 2.552, 1.051)
H (0.461, 0.412, -1.811)
H (1.030, 1.195, -3.433)
H (-0.629, 0.718, -3.324)
H (-2.424, 2.243, 1.010)
H (-0.603, 3.196, 0.939)

Charge = 0
Structure (SMILES) = Cc1cc(C)c([PH2]2SP2C)c(C)c1
ΔE to the lowest compared entry with this formula, charge and spin = 26.2 kcal/mol
HOMO energy = -7.68 eV
Max |F| = 3.7 eV/Å
Multiplicity = 1
Calculated total energy = -1471.418533 a.u.


8.
This record from OMol25 describes a molecular structure, C4H8N2O at a distorted geometry. The level of theory is the ωB97M-V functional and the def2-TZVPD basis.

Geometry (Å):
C (-1.009, -1.245, -0.207)
C (-2.279, 0.183, -0.279)
C (1.311, 1.578, 0.286)
C (0.205, -0.485, -0.061)
N (1.351, -1.211, 0.224)
O (-2.128, -0.862, 0.554)
N (0.167, 0.806, -0.167)
H (-1.021, -2.278, -0.532)
H (1.280, -2.213, 0.274)
H (2.227, -0.868, -0.139)
H (-2.371, 1.166, 0.161)
H (-2.590, 0.017, -1.300)
H (1.692, 1.262, 1.267)
H (2.142, 1.522, -0.431)
H (1.025, 2.629, 0.349)

Charge = 0
ΔE to the lowest compared entry with this formula, charge and spin = 111.9 kcal/mol
HOMO energy (spin up / spin down) = -7.87 / -7.87 eV
Max |F| = 1.5 eV/Å
Multiplicity = 1
Calculated total energy = -341.825361 a.u.